{"formula": "C36H50N8Si", "method": "the ωB97M-V functional and the def2-TZVPD basis", "species": ["Si", "C", "C", "C", "C", "N", "C", "C", "C", "C", "H", "H", "H", "H", "H", "H", "H", "H", "H", "H", "H", "H", "H", "H", "H", "C", "C", "C", "N", "C", "H", "H", "H", "H", "H", "C", "C", "C", "N", "C", "H", "H", "H", "H", "H", "C", "C", "C", "N", "C", "H", "H", "H", "H", "H", "C", "C", "C", "N", "C", "H", "H", "H", "H", "H", "C", "C", "C", "N", "C", "H", "H", "H", "H", "H", "C", "C", "C", "N", "C", "H", "H", "H", "H", "H", "C", "C", "C", "N", "C", "H", "H", "H", "H", "H"], "positions_angstrom": [[3.43, -4.56, 3.78], [2.75, -2.87, 3.30], [1.57, -2.87, 2.31], [0.78, -4.17, 2.14], [-0.51, -3.90, 1.35], [-1.61, -3.48, 2.22], [-2.30, -2.30, 2.07], [-3.23, -2.20, 3.06], [-3.13, -3.38, 3.86], [-2.12, -4.13, 3.30], [3.68, -5.44, 2.62], [4.64, -4.43, 4.63], [2.42, -5.25, 4.62], [3.58, -2.30, 2.86], [2.49, -2.36, 4.23], [0.87, -2.09, 2.63], [1.93, -2.57, 1.32], [1.35, -4.89, 1.55], [0.48, -4.61, 3.09], [-0.36, -3.08, 0.65], [-0.81, -4.76, 0.76], [-2.11, -1.58, 1.28], [-3.93, -1.41, 3.24], [-3.70, -3.64, 4.73], [-1.71, -5.08, 3.60], [-2.72, 2.24, -0.09], [-2.81, 1.94, -1.48], [-2.66, 0.59, -1.62], [-2.48, 0.05, -0.37], [-2.52, 1.05, 0.56], [-2.79, 3.21, 0.37], [-2.96, 2.65, -2.28], [-2.66, -0.04, -2.50], [-2.34, -0.92, -0.17], [-2.40, 0.84, 1.61], [-3.42, 3.43, -7.13], [-3.08, 4.46, -6.21], [-2.81, 3.87, -5.01], [-2.99, 2.52, -5.17], [-3.35, 2.25, -6.46], [-3.68, 3.55, -8.17], [-3.03, 5.52, -6.41], [-2.52, 4.29, -4.06], [-2.86, 1.83, -4.44], [-3.53, 1.24, -6.78], [2.44, -0.22, -3.75], [1.73, 0.22, -4.91], [0.45, 0.49, -4.52], [0.35, 0.22, -3.18], [1.56, -0.22, -2.71], [3.48, -0.49, -3.69], [2.13, 0.34, -5.90], [-0.39, 0.86, -5.07], [-0.47, 0.34, -2.62], [1.69, -0.46, -1.67], [1.50, -5.29, -2.59], [2.38, -4.91, -1.54], [2.76, -6.05, -0.88], [2.14, -7.11, -1.49], [1.37, -6.65, -2.53], [1.03, -4.64, -3.30], [2.70, -3.91, -1.30], [3.41, -6.20, -0.04], [2.23, -8.07, -1.22], [0.81, -7.33, -3.14], [2.59, 4.47, -1.31], [3.76, 4.84, -2.02], [3.93, 3.93, -3.04], [2.91, 3.02, -2.95], [2.09, 3.34, -1.91], [2.15, 4.97, -0.46], [4.40, 5.68, -1.82], [4.68, 3.85, -3.80], [2.77, 2.23, -3.56], [1.22, 2.75, -1.68], [-1.28, 1.55, 5.78], [-0.11, 1.84, 5.02], [0.02, 0.85, 4.08], [-1.02, -0.02, 4.24], [-1.81, 0.40, 5.27], [-1.68, 2.13, 6.59], [0.56, 2.68, 5.14], [0.76, 0.69, 3.31], [-1.19, -0.84, 3.68], [-2.69, -0.16, 5.55], [-0.44, 6.51, 2.97], [0.23, 6.11, 1.78], [0.25, 4.74, 1.78], [-0.37, 4.30, 2.92], [-0.79, 5.37, 3.65], [-0.63, 7.52, 3.29], [0.64, 6.74, 1.02], [0.66, 4.03, 1.07], [-0.49, 3.34, 3.18], [-1.31, 5.24, 4.58]], "e_tot_ha": -2129.22743, "multiplicity": 1, "e_homo_ev": -7.928, "smiles": "[SiH3]CCCCn1cccc1.c1cc[nH]c1.c1cc[nH]c1.c1cc[nH]c1.c1cc[nH]c1.c1cc[nH]c1.c1cc[nH]c1.c1cc[nH]c1", "homo_lumo_gap_ev": 8.170}



{"formula": "C25H30BFN2O3PtTe", "method": "the ωB97M-V functional and the def2-TZVPD basis", "species": ["Pt", "Te", "C", "C", "C", "C", "C", "C", "C", "C", "C", "C", "C", "C", "H", "H", "H", "H", "H", "H", "H", "H", "H", "H", "C", "C", "C", "O", "B", "O", "C", "C", "C", "H", "H", "H", "H", "H", "H", "H", "H", "H", "H", "H", "H", "N", "C", "N", "O", "H", "H", "H", "H", "F", "C", "C", "C", "C", "C", "C", "H", "H", "H", "H"], "positions_angstrom": [[0.03, -1.03, -0.12], [0.58, 0.14, 2.17], [2.36, -0.89, 2.65], [3.26, -1.21, 1.64], [4.43, -1.89, 1.95], [4.69, -2.25, 3.26], [3.79, -1.94, 4.26], [2.62, -1.26, 3.96], [1.54, 1.96, 1.72], [1.72, 2.91, 2.73], [2.39, 4.09, 2.45], [2.88, 4.33, 1.18], [2.70, 3.39, 0.17], [2.03, 2.20, 0.44], [3.04, -0.94, 0.61], [5.13, -2.13, 1.16], [5.61, -2.78, 3.50], [4.00, -2.22, 5.29], [1.91, -1.01, 4.75], [1.34, 2.72, 3.73], [2.54, 4.82, 3.24], [3.40, 5.25, 0.96], [3.07, 3.57, -0.82], [1.87, 1.47, -0.34], [-1.60, 2.46, -3.16], [-1.74, 2.48, -1.64], [-1.66, 3.91, -1.14], [-0.63, 1.73, -1.10], [-1.07, 0.45, -0.83], [-2.44, 0.33, -1.04], [-2.97, 1.67, -1.13], [-3.40, 2.08, 0.27], [-4.16, 1.67, -2.07], [-0.61, 2.85, -3.43], [-2.36, 3.07, -3.64], [-1.67, 1.44, -3.55], [-0.76, 4.39, -1.54], [-1.59, 3.94, -0.05], [-2.53, 4.49, -1.45], [-2.54, 2.09, 0.95], [-4.11, 1.34, 0.64], [-3.87, 3.06, 0.28], [-3.91, 1.23, -3.03], [-4.52, 2.69, -2.23], [-4.97, 1.09, -1.63], [-0.85, -4.82, 2.29], [-0.82, -3.57, 1.71], [-2.02, -3.10, 1.28], [0.24, -2.95, 1.62], [-1.70, -5.14, 2.70], [0.00, -5.06, 2.78], [-2.73, -3.77, 1.05], [-1.95, -2.30, 0.66], [-0.52, -4.74, -5.01], [-0.43, -3.89, -3.96], [0.09, -4.34, -2.77], [0.17, -3.46, -1.70], [-0.27, -2.13, -1.79], [-0.78, -1.72, -3.03], [-0.87, -2.59, -4.11], [0.44, -5.37, -2.69], [0.59, -3.82, -0.77], [-1.12, -0.71, -3.17], [-1.27, -2.27, -5.07]], "e_tot_ha": -1818.06674, "multiplicity": 1, "e_above_lowest_ev": 0.078, "e_homo_ev": -7.782, "homo_lumo_gap_ev": 8.111}



Number 1: strongest force on any atom 1.05 eV/Å. Number 2: strongest force on any atom 0.38 eV/Å.